(1)
Below is 11 unconnected molecules or ions with the total composition C63H146N8O11 at a distorted geometry, with properties calculated with wB97M-V/def2-TZVPD.

Its total charge is 0. The frontier orbital gap is 8.27 eV. For the maximum force, the calculation gives 0.060 Eh/bohr. The calculation puts the HOMO energy at -7.7846 eV. Its structure (SMILES) is CC1(C)CCCC(C)(C)N1O.CC1(C)CCCC(C)(C)N1O.CC1(C)CCCC(C)(C)N1O.CC1(C)CCCC(C)(C)N1O.CC1(C)CCCC(C)(C)N1O.COC[C@H](C)N.COC[C@H](C)N.COC[C@H](C)N.CCO.CCO.CCO.

CARTESIAN COORDINATES (ANGSTROEM)
C (6.391, 18.678, 19.968)
C (7.698, 18.105, 20.277)
C (8.775, 19.156, 19.943)
C (7.682, 17.739, 21.769)
C (8.870, 16.939, 22.200)
C (8.781, 15.624, 21.396)
C (8.952, 15.858, 19.850)
C (10.363, 16.405, 19.591)
C (8.828, 14.574, 19.025)
N (7.832, 16.789, 19.548)
O (8.087, 17.180, 18.192)
H (6.237, 19.018, 18.965)
H (5.615, 17.936, 20.281)
H (6.339, 19.631, 20.562)
H (8.491, 19.593, 18.948)
H (9.080, 19.827, 20.722)
H (9.621, 18.622, 19.679)
H (7.646, 18.590, 22.351)
H (6.804, 17.201, 22.055)
H (9.801, 17.476, 21.987)
H (8.880, 16.723, 23.250)
H (7.755, 15.220, 21.620)
H (9.565, 14.949, 21.751)
H (10.520, 16.865, 18.614)
H (11.071, 15.520, 19.617)
H (10.620, 17.075, 20.394)
H (9.512, 13.778, 19.313)
H (9.125, 14.872, 18.037)
H (7.829, 14.156, 19.129)
H (7.325, 16.816, 17.743)
C (14.575, 19.428, 14.346)
C (15.017, 18.130, 13.612)
C (16.172, 17.482, 14.355)
C (13.858, 17.168, 13.463)
C (12.899, 17.728, 12.410)
C (13.572, 17.744, 11.043)
C (14.753, 18.772, 11.040)
C (15.546, 18.738, 9.792)
C (14.221, 20.224, 11.194)
N (15.569, 18.396, 12.256)
O (16.721, 19.216, 12.412)
H (13.528, 19.664, 14.160)
H (14.652, 19.218, 15.424)
H (15.181, 20.317, 14.135)
H (16.583, 16.594, 13.825)
H (16.970, 18.237, 14.623)
H (15.705, 17.099, 15.286)
H (14.281, 16.223, 13.140)
H (13.356, 17.051, 14.476)
H (12.049, 17.044, 12.379)
H (12.533, 18.728, 12.572)
H (12.780, 18.081, 10.369)
H (13.948, 16.738, 10.821)
H (16.521, 19.242, 9.890)
H (14.929, 19.161, 8.973)
H (15.799, 17.738, 9.478)
H (13.579, 20.381, 12.066)
H (13.613, 20.551, 10.328)
H (15.104, 20.843, 11.312)
H (17.449, 18.635, 12.326)
C (13.041, 14.646, 21.490)
C (13.490, 15.420, 22.783)
C (13.078, 16.850, 22.673)
C (12.976, 14.769, 24.004)
C (13.513, 13.310, 24.147)
C (15.044, 13.359, 24.277)
C (15.781, 14.237, 23.222)
C (17.115, 14.648, 23.973)
C (16.091, 13.494, 21.926)
N (14.962, 15.408, 22.986)
O (15.580, 16.233, 22.037)
H (13.516, 15.108, 20.614)
H (13.476, 13.649, 21.528)
H (11.950, 14.537, 21.269)
H (11.991, 16.921, 22.711)
H (13.443, 17.413, 23.545)
H (13.432, 17.340, 21.780)
H (13.254, 15.448, 24.776)
H (11.924, 14.696, 24.003)
H (13.107, 12.942, 25.115)
H (13.086, 12.702, 23.376)
H (15.523, 12.398, 24.262)
H (15.309, 13.863, 25.193)
H (16.885, 15.207, 24.901)
H (17.685, 15.301, 23.284)
H (17.665, 13.775, 24.189)
H (16.141, 14.180, 21.100)
H (15.326, 12.709, 21.710)
H (17.102, 12.977, 21.952)
H (15.730, 15.716, 21.232)
C (15.538, 21.662, 17.042)
C (15.645, 21.434, 18.517)
C (16.801, 20.375, 18.722)
C (15.999, 22.729, 19.339)
C (15.913, 22.542, 20.817)
C (14.491, 22.135, 21.125)
C (14.126, 20.823, 20.443)
C (14.792, 19.583, 21.012)
C (12.576, 20.645, 20.730)
N (14.315, 21.029, 19.002)
O (13.881, 19.809, 18.309)
H (15.373, 20.671, 16.626)
H (14.720, 22.312, 16.738)
H (16.507, 22.062, 16.690)
H (16.347, 19.378, 18.779)
H (17.565, 20.353, 17.961)
H (17.400, 20.634, 19.589)
H (16.960, 23.082, 18.989)
H (15.374, 23.594, 19.097)
H (16.547, 21.778, 21.246)
H (16.250, 23.510, 21.316)
H (13.672, 22.846, 20.835)
H (14.407, 21.972, 22.198)
H (14.410, 19.453, 22.021)
H (15.881, 19.629, 21.120)
H (14.560, 18.727, 20.382)
H (12.220, 19.631, 20.437)
H (11.930, 21.428, 20.312)
H (12.390, 20.605, 21.762)
H (13.069, 20.185, 17.857)
C (13.081, 11.043, 18.679)
C (12.339, 9.698, 18.432)
C (12.451, 9.322, 16.976)
C (12.926, 8.552, 19.328)
C (12.527, 8.701, 20.786)
C (11.009, 8.976, 20.989)
C (10.426, 10.086, 20.120)
C (8.854, 10.020, 20.188)
C (10.841, 11.446, 20.749)
N (10.879, 9.783, 18.749)
O (10.361, 10.886, 17.889)
H (13.960, 10.953, 18.080)
H (12.492, 11.862, 18.391)
H (13.549, 11.237, 19.699)
H (13.430, 8.917, 16.720)
H (11.731, 8.509, 16.732)
H (12.283, 10.183, 16.268)
H (12.568, 7.665, 18.756)
H (14.007, 8.632, 19.018)
H (12.730, 7.668, 21.236)
H (13.159, 9.455, 21.242)
H (10.883, 9.251, 22.062)
H (10.468, 8.006, 20.814)
H (8.522, 9.209, 19.526)
H (8.244, 10.937, 19.946)
H (8.431, 9.918, 21.235)
H (10.327, 12.272, 20.169)
H (11.880, 11.680, 20.832)
H (10.521, 11.454, 21.840)
H (9.767, 10.447, 17.293)
C (8.674, 8.840, 15.264)
O (8.674, 10.146, 15.778)
C (9.271, 11.080, 14.860)
C (8.720, 12.453, 15.246)
C (7.184, 12.461, 14.984)
N (9.413, 13.523, 14.513)
H (9.590, 8.368, 15.475)
H (8.605, 8.855, 14.157)
H (7.752, 8.334, 15.636)
H (10.340, 11.041, 14.848)
H (8.881, 10.911, 13.838)
H (8.898, 12.457, 16.350)
H (6.835, 13.466, 15.209)
H (6.616, 11.736, 15.611)
H (6.988, 12.345, 13.878)
H (10.314, 13.186, 14.196)
H (9.526, 14.324, 15.090)
C (13.177, 12.311, 13.821)
O (12.504, 13.175, 12.990)
C (12.864, 13.155, 11.602)
C (12.126, 14.217, 10.867)
C (10.677, 13.915, 10.549)
N (12.946, 14.526, 9.615)
H (14.227, 12.562, 13.854)
H (13.189, 11.248, 13.454)
H (12.765, 12.263, 14.824)
H (13.962, 13.343, 11.498)
H (12.673, 12.118, 11.156)
H (12.155, 15.055, 11.509)
H (10.267, 14.672, 9.893)
H (10.078, 14.016, 11.452)
H (10.590, 12.951, 10.078)
H (12.545, 15.268, 9.045)
H (12.942, 13.646, 9.119)
C (8.543, 23.555, 19.264)
O (9.757, 23.073, 18.668)
C (9.685, 22.648, 17.346)
C (11.118, 22.313, 16.938)
C (11.286, 22.395, 15.424)
N (11.569, 21.006, 17.418)
H (8.827, 24.323, 19.994)
H (8.058, 22.734, 19.816)
H (7.899, 23.936, 18.509)
H (9.014, 21.759, 17.201)
H (9.297, 23.470, 16.722)
H (11.680, 23.117, 17.446)
H (11.248, 23.445, 15.174)
H (10.555, 21.829, 14.820)
H (12.251, 21.992, 15.158)
H (11.083, 20.798, 18.264)
H (11.228, 20.302, 16.740)
C (18.514, 17.124, 20.065)
C (17.716, 16.143, 19.174)
O (16.326, 16.008, 19.466)
H (18.169, 18.119, 19.880)
H (19.550, 17.099, 19.725)
H (18.403, 16.957, 21.139)
H (18.151, 15.132, 19.246)
H (17.910, 16.452, 18.128)
H (15.796, 16.540, 18.818)
C (8.851, 17.143, 15.218)
C (10.014, 18.115, 15.296)
O (10.427, 18.350, 16.662)
H (8.738, 16.788, 14.217)
H (7.895, 17.614, 15.525)
H (9.018, 16.290, 15.901)
H (9.850, 19.057, 14.718)
H (10.934, 17.695, 14.822)
H (9.663, 18.179, 17.238)
C (13.185, 15.196, 17.255)
C (13.193, 16.596, 17.710)
O (14.513, 17.203, 17.691)
H (12.118, 14.821, 17.338)
H (13.854, 14.593, 17.876)
H (13.510, 15.091, 16.203)
H (12.734, 16.716, 18.708)
H (12.651, 17.188, 16.916)
H (14.353, 18.111, 17.964)

=====

(2)
Below is 21 unconnected molecules or ions with the total composition C63H147N21O21 at a distorted geometry, with properties calculated with wB97M-V/def2-TZVPD.

Its total charge is 0. The frontier orbital gap is 8.91 eV. For the maximum force, the calculation gives 0.082 Eh/bohr. The calculation puts the HOMO energy at -8.6162 eV.

CARTESIAN COORDINATES (ANGSTROEM)
C (17.795, -28.071, 14.075)
O (18.989, -27.870, 13.795)
N (16.805, -27.151, 13.805)
C (17.158, -25.886, 13.331)
C (15.466, -27.312, 14.310)
H (17.370, -28.992, 14.433)
H (18.237, -25.941, 13.344)
H (16.929, -24.937, 13.900)
H (16.749, -25.641, 12.333)
H (15.092, -28.344, 14.449)
H (15.177, -26.737, 15.153)
H (14.849, -26.925, 13.562)
C (18.852, -25.106, 7.586)
O (17.989, -25.947, 7.449)
N (19.033, -24.300, 8.679)
C (20.331, -23.554, 8.731)
C (18.211, -24.439, 9.893)
H (19.668, -24.978, 6.851)
H (20.898, -23.851, 7.839)
H (20.846, -23.742, 9.713)
H (20.159, -22.520, 8.554)
H (17.590, -23.572, 10.008)
H (17.606, -25.381, 9.759)
H (18.816, -24.682, 10.730)
C (12.180, -21.126, 6.426)
O (12.020, -22.212, 5.931)
N (12.635, -20.084, 5.726)
C (12.990, -18.878, 6.358)
C (13.105, -20.376, 4.358)
H (12.028, -20.795, 7.463)
H (12.730, -18.044, 5.618)
H (14.046, -18.852, 6.483)
H (12.439, -18.642, 7.249)
H (13.729, -19.564, 3.982)
H (13.609, -21.336, 4.297)
H (12.219, -20.469, 3.686)
C (11.844, -29.179, 13.293)
O (10.894, -28.444, 13.627)
N (11.708, -30.484, 13.008)
C (12.857, -31.335, 12.691)
C (10.468, -31.109, 13.349)
H (12.847, -28.753, 13.040)
H (13.731, -30.690, 12.575)
H (12.792, -31.855, 11.736)
H (12.956, -32.126, 13.386)
H (10.532, -31.321, 14.388)
H (9.624, -30.392, 13.194)
H (10.369, -31.976, 12.726)
C (18.945, -19.805, 5.014)
O (20.043, -19.679, 5.424)
N (17.925, -20.429, 5.624)
C (16.566, -20.438, 5.158)
C (18.108, -20.915, 6.977)
H (18.568, -19.252, 4.084)
H (16.429, -19.618, 4.393)
H (15.869, -20.303, 6.023)
H (16.212, -21.388, 4.706)
H (17.185, -21.097, 7.469)
H (18.712, -21.840, 7.047)
H (18.618, -20.091, 7.549)
C (10.017, -23.053, 7.946)
O (9.011, -22.338, 7.930)
N (10.179, -24.269, 7.399)
C (11.431, -25.028, 7.501)
C (9.214, -24.857, 6.483)
H (10.939, -22.659, 8.373)
H (11.695, -25.452, 6.538)
H (11.474, -25.828, 8.246)
H (12.160, -24.243, 7.724)
H (9.026, -25.911, 6.752)
H (8.316, -24.278, 6.579)
H (9.555, -24.722, 5.454)
C (16.772, -17.904, 10.710)
O (16.433, -16.786, 10.322)
N (16.550, -19.018, 9.986)
C (15.733, -18.946, 8.779)
C (17.105, -20.232, 10.433)
H (17.410, -18.027, 11.586)
H (16.485, -18.853, 8.008)
H (15.224, -18.012, 8.878)
H (15.072, -19.854, 8.628)
H (17.950, -20.531, 9.791)
H (17.489, -20.098, 11.391)
H (16.419, -21.063, 10.419)
C (10.634, -20.149, 10.119)
O (11.774, -19.999, 9.701)
N (9.535, -19.526, 9.526)
C (8.194, -19.809, 9.851)
C (9.805, -18.741, 8.294)
H (10.438, -20.756, 11.028)
H (7.628, -18.935, 9.535)
H (7.991, -20.040, 10.940)
H (7.792, -20.626, 9.238)
H (9.001, -18.007, 8.248)
H (10.738, -18.193, 8.390)
H (9.823, -19.324, 7.401)
C (18.697, -21.702, 15.647)
O (17.479, -21.708, 15.659)
N (19.493, -22.049, 14.659)
C (20.886, -21.976, 14.765)
C (18.957, -22.460, 13.328)
H (19.372, -21.392, 16.583)
H (21.329, -21.379, 13.958)
H (21.371, -22.949, 14.689)
H (21.236, -21.607, 15.710)
H (18.279, -21.750, 12.949)
H (19.805, -22.648, 12.644)
H (18.354, -23.372, 13.427)
C (14.159, -17.064, 16.517)
O (13.191, -17.609, 17.055)
N (15.461, -17.467, 16.609)
C (16.530, -16.712, 15.884)
C (15.946, -18.557, 17.422)
H (13.979, -16.206, 15.888)
H (17.306, -17.405, 15.638)
H (16.903, -16.003, 16.644)
H (16.009, -16.256, 15.049)
H (15.147, -19.132, 17.821)
H (16.559, -19.242, 16.790)
H (16.727, -18.228, 18.153)
C (9.437, -19.490, 13.885)
O (9.761, -20.536, 13.314)
N (10.072, -18.938, 14.916)
C (9.740, -17.654, 15.412)
C (11.177, -19.696, 15.503)
H (8.520, -19.005, 13.607)
H (10.202, -16.846, 14.881)
H (9.905, -17.611, 16.495)
H (8.644, -17.549, 15.357)
H (11.215, -19.467, 16.555)
H (11.070, -20.717, 15.281)
H (12.181, -19.351, 15.186)
C (10.717, -30.722, 8.624)
O (10.269, -31.316, 9.560)
N (10.962, -29.392, 8.562)
C (11.520, -28.707, 7.349)
C (10.968, -28.464, 9.739)
H (10.873, -31.233, 7.674)
H (12.451, -28.198, 7.540)
H (10.796, -27.955, 6.956)
H (11.765, -29.488, 6.635)
H (10.107, -27.806, 9.752)
H (10.870, -29.111, 10.628)
H (11.882, -27.878, 9.725)
C (15.061, -26.294, 4.988)
O (14.429, -26.722, 5.943)
N (14.751, -25.236, 4.187)
C (13.583, -24.344, 4.508)
C (15.774, -24.853, 3.196)
H (15.919, -26.832, 4.550)
H (12.637, -24.870, 4.704)
H (13.560, -23.638, 3.716)
H (13.855, -23.753, 5.417)
H (16.549, -25.610, 3.088)
H (15.283, -24.626, 2.251)
H (16.288, -23.941, 3.373)
C (19.268, -26.799, 2.085)
O (18.451, -25.936, 1.672)
N (19.933, -26.630, 3.241)
C (20.888, -27.627, 3.644)
C (19.584, -25.551, 4.218)
H (19.513, -27.753, 1.546)
H (21.238, -28.231, 2.839)
H (20.528, -28.317, 4.420)
H (21.778, -27.179, 3.984)
H (20.584, -25.138, 4.462)
H (18.911, -24.860, 3.711)
H (19.133, -26.028, 5.113)
C (17.824, -20.215, 1.670)
O (16.760, -19.559, 1.637)
N (17.912, -21.567, 1.582)
C (19.209, -22.175, 1.788)
C (16.794, -22.424, 1.191)
H (18.745, -19.678, 1.826)
H (19.805, -21.438, 2.305)
H (19.713, -22.420, 0.770)
H (19.105, -22.972, 2.461)
H (15.893, -22.114, 1.715)
H (16.524, -22.450, 0.136)
H (17.113, -23.426, 1.379)
C (16.286, -28.312, 10.116)
O (15.351, -28.258, 10.867)
N (16.188, -28.789, 8.837)
C (15.018, -29.537, 8.445)
C (17.369, -28.981, 7.990)
H (17.264, -27.949, 10.349)
H (15.066, -29.646, 7.336)
H (14.106, -29.034, 8.683)
H (14.992, -30.520, 8.884)
H (17.179, -28.656, 6.923)
H (18.226, -28.392, 8.313)
H (17.586, -30.079, 7.925)
C (11.180, -25.767, 11.418)
O (12.120, -25.287, 10.829)
N (10.224, -24.908, 12.046)
C (9.107, -25.421, 12.756)
C (10.277, -23.452, 11.950)
H (11.001, -26.818, 11.639)
H (9.114, -26.531, 12.588)
H (8.132, -24.973, 12.453)
H (9.145, -25.185, 13.777)
H (9.336, -23.014, 11.576)
H (10.408, -23.067, 12.984)
H (11.052, -23.156, 11.275)
C (15.734, -22.749, 13.055)
O (16.098, -23.245, 12.007)
N (14.596, -23.001, 13.686)
C (14.197, -22.261, 14.830)
C (13.607, -23.970, 13.162)
H (16.363, -22.065, 13.630)
H (14.898, -21.423, 15.000)
H (14.333, -22.988, 15.641)
H (13.153, -21.872, 14.810)
H (14.049, -24.347, 12.257)
H (13.387, -24.698, 13.879)
H (12.696, -23.451, 12.851)
C (14.291, -15.339, 7.640)
O (13.401, -15.843, 6.978)
N (15.450, -15.118, 7.041)
C (16.420, -14.535, 7.943)
C (15.895, -15.735, 5.890)
H (14.182, -14.953, 8.689)
H (17.345, -15.098, 7.884)
H (16.152, -14.634, 8.972)
H (16.602, -13.506, 7.630)
H (15.292, -16.543, 5.625)
H (15.901, -15.077, 4.960)
H (16.917, -16.115, 5.958)
C (15.448, -23.436, 7.705)
O (15.495, -22.329, 7.141)
N (14.776, -23.684, 8.811)
C (14.768, -25.019, 9.389)
C (13.917, -22.634, 9.391)
H (15.965, -24.322, 7.401)
H (15.113, -25.828, 8.695)
H (13.727, -25.307, 9.699)
H (15.354, -25.083, 10.324)
H (14.271, -22.250, 10.303)
H (13.889, -21.873, 8.619)
H (12.947, -23.042, 9.551)
C (15.021, -18.545, 13.581)
O (15.925, -19.365, 13.721)
N (13.855, -18.866, 12.997)
C (12.812, -17.854, 12.918)
C (13.710, -20.135, 12.342)
H (15.172, -17.515, 13.842)
H (13.096, -16.962, 13.465)
H (11.893, -18.321, 13.416)
H (12.736, -17.557, 11.915)
H (14.699, -20.650, 12.263)
H (13.100, -20.885, 12.894)
H (13.225, -20.027, 11.360)

=====

- What is the frontier orbital gap in the second record?
  8.91 eV